1.
Computed, not measured: a structure of composition C4H8ClNO at a distorted geometry, with ωB97M-V/def2-TZVPD.

Structure (ORCA input):
```
! RIJCOSX wB97M-V def2-TZVPD def2/J DEFGRID3
* xyz 0 1
C 1.94 -0.56 -0.06
C -0.92 -1.27 -0.05
C -0.81 0.20 0.15
C 0.43 0.64 -0.57
N 2.86 0.05 0.69
O 1.82 -1.59 -0.63
Cl 0.97 2.29 -0.25
H -1.26 -1.53 -1.07
H -0.03 -1.77 0.27
H -1.76 -1.46 0.63
H -0.80 0.58 1.12
H -1.65 0.60 -0.33
H 0.32 0.46 -1.72
H 2.57 0.97 1.01
H 3.28 -0.65 1.30
*
```

Maximum force: 5.8 eV/A
HOMO level: -8.75 eV
Relative energy (zero: lowest compared OMol25 entry of this formula, charge and spin): 128.95 kJ/mol
Gap between HOMO and LUMO: 9.541 eV

---

2.
Computed, not measured: the molecule C4H8ClNS at a distorted geometry, with ωB97M-V/def2-TZVPD.

Structure (ORCA input):
```
! RIJCOSX wB97M-V def2-TZVPD def2/J DEFGRID3
* xyz 0 1
C 1.58 -1.19 0.78
C -0.65 -0.30 -0.44
C -0.58 1.18 -0.02
C -1.74 -1.09 -0.41
H 1.09 -1.93 1.39
H 1.54 -0.14 1.19
H 2.60 -1.53 0.54
H -1.35 1.69 -0.65
H -0.96 1.36 0.97
H 1.19 1.19 -1.02
H 0.79 2.72 -0.49
H -1.74 -2.14 -0.57
N 0.73 1.74 -0.34
S 0.82 -1.14 -0.83
Cl -3.31 -0.42 -0.09
*
```

Maximum force: 2.9 eV/A
HOMO level: -8.74 eV
Relative energy (zero: lowest compared OMol25 entry of this formula, charge and spin): 44.89 kJ/mol
Gap between HOMO and LUMO: 9.560 eV

---

3.
Computed, not measured: a cluster of 2 separate species, C4H8ClNSi in total at a distorted geometry, with ωB97M-V/def2-TZVPD.

Structure (ORCA input):
```
! RIJCOSX wB97M-V def2-TZVPD def2/J DEFGRID3
* xyz 0 1
C -2.63 1.51 0.06
C -0.21 -0.64 1.68
C -0.14 -0.55 -1.58
C 0.91 1.80 0.11
N -3.69 1.93 -0.02
Si -0.38 0.31 0.05
Cl 2.51 1.12 -0.15
H -0.71 -1.53 1.83
H 0.84 -0.87 1.73
H -0.45 0.11 2.50
H -0.31 0.05 -2.43
H 0.97 -0.94 -1.62
H -0.79 -1.42 -1.88
H 0.83 2.49 0.83
H 0.65 2.40 -0.71
*
```

Maximum force: 4.6 eV/A
HOMO level: -10.82 eV
Relative energy (zero: lowest compared OMol25 entry of this formula, charge and spin): 150.01 kJ/mol
Gap between HOMO and LUMO: 11.054 eV

---

4.
Computed, not measured: the molecule C4H8ClOP at a distorted geometry, with ωB97M-V/def2-TZVPD.

Structure (ORCA input):
```
! RIJCOSX wB97M-V def2-TZVPD def2/J DEFGRID3
* xyz 0 1
C -0.74 1.15 0.29
C 0.76 0.91 -0.05
C -1.48 -0.09 -0.27
C 1.11 -0.59 0.03
O 1.90 -1.10 -0.97
P -0.49 -1.59 -0.06
Cl 1.96 -0.98 1.58
H -0.85 1.14 1.33
H -1.22 2.12 -0.16
H 0.76 1.25 -1.02
H 1.40 1.51 0.76
H -2.61 0.02 -0.01
H -1.48 -0.06 -1.48
H 1.68 -1.98 -1.28
H -0.69 -1.72 1.28
*
```

Maximum force: 4.2 eV/A
HOMO level: -9.48 eV
Relative energy (zero: lowest compared OMol25 entry of this formula, charge and spin): 244.30 kJ/mol
Gap between HOMO and LUMO: 10.365 eV

---

5.
Computed, not measured: a structure of composition C4H8CoO3 at a distorted geometry, with ωB97M-V/def2-TZVPD.

Structure (ORCA input):
```
! RIJCOSX wB97M-V def2-TZVPD def2/J DEFGRID3
* xyz 2 6
O -1.89 1.28 -0.13
C -0.94 0.44 -0.10
Co 1.87 0.21 -0.19
O 0.20 0.67 -0.47
C -3.28 0.81 -0.01
H -3.67 1.36 0.86
H -3.76 1.10 -0.95
C -3.28 -0.69 0.19
H -3.25 -1.06 -0.85
H -2.20 -1.39 0.25
O 3.55 0.37 -0.08
C 4.70 -0.41 0.02
H 4.70 -1.02 0.95
H 4.82 -1.11 -0.83
H 5.60 0.22 0.05
H -3.19 -0.77 1.29
*
```

Maximum force: 4.3 eV/A
HOMO level (spin up / spin down): -17.08 / -17.19 eV
Relative energy (zero: lowest compared OMol25 entry of this formula, charge and spin): 244.47 kJ/mol
Gap between HOMO and LUMO (spin up / spin down): 8.459 / 4.262 eV

---

6.
Computed, not measured: a structure of composition C4H8CsO at a distorted geometry, with ωB97M-V/def2-TZVPD.

Structure (ORCA input):
```
! RIJCOSX wB97M-V def2-TZVPD def2/J DEFGRID3
* xyz 1 1
Cs -3.45 1.66 -1.54
C 0.96 -0.42 0.72
C 0.97 0.56 -0.42
C -0.27 0.03 -1.04
O -1.16 -0.18 0.03
C -0.48 -0.61 1.21
H 1.65 -0.07 1.49
H 1.46 -1.35 0.42
H 1.83 0.57 -1.08
H 0.76 1.59 -0.12
H -0.09 -0.95 -1.49
H -0.77 0.68 -1.76
H -0.69 -1.61 1.58
H -0.74 0.10 1.99
*
```

Maximum force: 3.2 eV/A
HOMO level: -13.20 eV
Relative energy (zero: lowest compared OMol25 entry of this formula, charge and spin): 48.36 kJ/mol
Gap between HOMO and LUMO: 9.506 eV

---

7.
Computed, not measured: a structure of composition C4H8CsO2 at a distorted geometry, with ωB97M-V/def2-TZVPD.

Structure (ORCA input):
```
! RIJCOSX wB97M-V def2-TZVPD def2/J DEFGRID3
* xyz 0 2
H -1.60 0.83 0.18
C -0.53 1.70 -1.23
O -1.69 1.05 -0.76
Cs -5.00 0.48 -2.08
H -0.67 1.89 -2.31
H -0.39 2.66 -0.72
H 0.38 1.07 -1.11
O 6.27 -1.26 1.79
C 5.26 -0.48 1.45
C 3.83 -0.28 1.76
C 4.74 0.57 0.88
H 6.38 -1.30 2.74
H 3.54 0.08 2.76
H 3.07 -0.93 1.30
H 4.84 1.52 0.38
*
```

Maximum force: 1.8 eV/A
HOMO level (spin up / spin down): -3.32 / -9.15 eV
Gap between HOMO and LUMO (spin up / spin down): 3.451 / 9.401 eV

---

8.
Computed, not measured: a structure of composition C4H8CsO5S at a distorted geometry, with ωB97M-V/def2-TZVPD.

Structure (ORCA input):
```
! RIJCOSX wB97M-V def2-TZVPD def2/J DEFGRID3
* xyz -1 1
Cs 2.77 -0.20 -2.02
S 3.69 4.65 -1.80
O 2.38 4.08 -1.58
O 4.66 3.60 -1.46
O 3.84 5.00 -3.20
O 3.90 5.72 -0.85
C -2.20 -2.66 0.59
C -2.38 -1.15 0.28
C -1.40 -0.47 1.18
O -0.34 -1.34 1.05
C -0.80 -2.73 1.17
H -2.20 -3.30 -0.29
H -2.86 -3.09 1.35
H -3.40 -0.77 0.35
H -2.07 -0.97 -0.75
H -1.64 -0.35 2.24
H -0.99 0.49 0.89
H -0.72 -3.03 2.22
H -0.24 -3.48 0.62
*
```

Maximum force: 4.0 eV/A
HOMO level: -1.69 eV
Relative energy (zero: lowest compared OMol25 entry of this formula, charge and spin): 292.88 kJ/mol
Gap between HOMO and LUMO: 2.273 eV

---

9.
Computed, not measured: a cluster of 2 separate species, C4H8F2N in total at a distorted geometry, with ωB97M-V/def2-TZVPD.

Structure (ORCA input):
```
! RIJCOSX wB97M-V def2-TZVPD def2/J DEFGRID3
* xyz 1 1
C -0.57 -0.66 -0.24
C -0.21 0.62 -1.10
C -0.07 0.54 0.42
C 2.75 0.47 1.14
N -2.02 -0.95 -0.31
F 0.89 0.48 -1.88
F -0.89 1.24 1.13
H 0.07 -1.49 -0.15
H -1.09 1.33 -1.47
H 2.59 0.84 2.06
H 2.53 1.13 0.39
H 2.93 -0.52 1.07
H -2.18 -1.10 -1.30
H -2.53 -0.21 -0.07
H -2.20 -1.73 0.30
*
```

Maximum force: 4.8 eV/A
HOMO level (spin up / spin down): -12.42 / -13.61 eV
Relative energy (zero: lowest compared OMol25 entry of this formula, charge and spin): 608.38 kJ/mol
Gap between HOMO and LUMO (spin up / spin down): 7.205 / 9.725 eV

---

10.
Computed, not measured: a structure of composition C4H8F3HoO5S at a distorted geometry, with ωB97M-V/def2-TZVPD.

Structure (ORCA input):
```
! RIJCOSX wB97M-V def2-TZVPD def2/J DEFGRID3
* xyz 2 5
O 0.06 1.54 0.04
O -2.47 0.32 1.94
C -2.75 -0.99 1.79
O -2.73 -1.20 0.34
C -3.10 -2.47 -0.17
Ho -2.31 1.05 -0.07
H -3.76 -1.29 2.14
H -1.98 -1.66 2.21
H -2.96 -2.44 -1.25
H -2.44 -3.24 0.26
H -4.16 -2.66 0.07
S 1.54 1.04 -0.17
O 1.98 0.07 0.82
O 2.44 2.30 -0.34
C 1.62 0.23 -1.86
F 1.05 -0.95 -1.79
F 0.96 0.99 -2.72
F 2.87 0.12 -2.23
C 3.81 2.30 0.17
H 4.13 3.34 0.07
H 4.43 1.66 -0.46
H 3.79 1.96 1.20
*
```

Maximum force: 4.1 eV/A
HOMO level (spin up / spin down): -17.94 / -17.98 eV
Relative energy (zero: lowest compared OMol25 entry of this formula, charge and spin): 0.00 kJ/mol
Gap between HOMO and LUMO (spin up / spin down): 8.411 / 8.607 eV

---

Number 1: calculated total energy -747.3495 hartree. Number 2: calculated total energy -1070.3073 hartree. Number 3: calculated total energy -961.5927 hartree. Number 4: calculated total energy -1033.9418 hartree. Number 5: calculated total energy -1764.7030 hartree. Number 6: calculated total energy -252.3636 hartree. Number 7: calculated total energy -327.6260 hartree. Number 8: calculated total energy -951.6788 hartree. Number 9: calculated total energy -411.1934 hartree. Number 10: calculated total energy -2178.6157 hartree.